1.
{
  "formula": "C4H12BrO2",
  "method": "ωB97M-V with the def2-TZVPD basis set",
  "orbital_gap_ha": 0.302,
  "total_charge": -1,
  "e_above_lowest_kj_mol": 43.8,
  "homo_ev": -4.4652,
  "elements": ["Br", "C", "C", "O", "H", "H", "H", "H", "H", "H", "C", "C", "O", "H", "H", "H", "H", "H", "H"],
  "positions_angstrom": [[-1.420, -1.391, 0.435], [-2.162, 3.247, -1.847], [-2.527, 2.538, -0.541], [-3.077, 1.273, -0.763], [-2.980, 3.615, -2.466], [-1.517, 2.621, -2.463], [-1.619, 4.167, -1.630], [-3.265, 3.172, -0.050], [-1.783, 2.498, 0.255], [-2.558, 0.604, -0.310], [3.527, -2.625, 1.334], [1.974, -2.619, 1.132], [1.759, -1.835, -0.028], [3.983, -3.243, 0.560], [3.812, -3.100, 2.272], [3.996, -1.642, 1.279], [1.581, -2.110, 2.012], [1.449, -3.554, 0.936], [0.828, -1.616, -0.119]],
  "lowdin_charge": [-0.306, -0.098, -0.355, -0.129, 0.060, 0.069, 0.056, 0.089, 0.109, -0.116, -0.098, -0.338, -0.176, 0.054, 0.052, 0.064, 0.088, 0.102, -0.126]
}

2.
{
  "formula": "C4H5NO",
  "method": "ωB97M-V with the def2-TZVPD basis set",
  "orbital_gap_ha": 0.331,
  "total_charge": 0,
  "e_above_lowest_kj_mol": 499.2,
  "homo_ev": -8.1697,
  "elements": ["C", "C", "C", "C", "N", "O", "H", "H", "H", "H", "H"],
  "positions_angstrom": [[-0.682, 1.456, -0.014], [-1.448, 0.349, 0.098], [0.444, -1.081, 0.013], [1.158, 0.046, -0.115], [-0.953, -1.012, -0.093], [2.482, 0.462, 0.006], [-0.755, 2.571, 0.115], [-2.442, 0.442, 0.333], [0.912, -2.084, 0.201], [-1.679, -1.731, 0.211], [2.963, 0.580, -0.755]],
  "lowdin_charge": [0.106, -0.256, -0.180, -0.092, -0.044, 0.019, 0.052, 0.057, 0.132, 0.158, 0.047]
}

3.
{
  "formula": "C30H30BCl3O2S",
  "method": "ωB97M-V with the def2-TZVPD basis set",
  "orbital_gap_ha": 0.114,
  "total_charge": 0,
  "e_above_lowest_kj_mol": 864.0,
  "homo_ev": -5.1576,
  "elements": ["C", "C", "C", "C", "C", "B", "C", "C", "C", "C", "Cl", "C", "C", "O", "C", "C", "C", "C", "C", "C", "O", "S", "H", "H", "H", "H", "H", "H", "H", "H", "H", "H", "H", "H", "H", "H", "H", "H", "H", "H", "H", "H", "H", "Cl", "C", "C", "C", "C", "C", "C", "C", "C", "C", "Cl", "C", "C", "C", "C", "H", "H", "H", "H", "H", "H", "H", "H", "H"],
  "positions_angstrom": [[-0.889, 4.431, 0.098], [0.142, 3.374, -0.277], [0.429, 3.049, -1.654], [1.542, 2.207, -1.795], [1.997, 1.726, -0.493], [-0.766, -2.293, 0.611], [3.443, 1.407, -0.502], [4.103, 1.037, -1.690], [5.457, 0.710, -1.591], [6.093, 0.772, -0.340], [7.758, 0.469, -0.213], [5.406, 1.240, 0.798], [4.063, 1.537, 0.708], [-1.227, -2.129, 1.824], [-2.652, -2.561, 1.623], [-2.824, -3.665, 2.645], [-3.429, -1.298, 1.997], [-2.722, -2.925, 0.109], [-2.588, -4.410, -0.140], [-3.908, -2.345, -0.609], [-1.534, -2.304, -0.459], [1.636, 3.143, 0.678], [-1.387, 4.702, -0.877], [-1.657, 4.214, 0.918], [-0.283, 5.347, 0.333], [-0.244, 3.424, -2.484], [1.929, 1.735, -2.705], [3.565, 1.023, -2.642], [6.048, 0.374, -2.424], [5.909, 1.378, 1.733], [3.532, 1.945, 1.577], [-3.850, -4.031, 2.613], [-2.127, -4.518, 2.460], [-2.595, -3.217, 3.632], [-4.508, -1.498, 2.132], [-3.029, -0.962, 2.966], [-3.250, -0.507, 1.226], [-3.512, -4.847, 0.240], [-2.541, -4.645, -1.209], [-1.719, -4.890, 0.331], [-4.808, -2.796, -0.150], [-3.934, -1.242, -0.534], [-3.892, -2.634, -1.672], [0.143, -0.374, -5.839], [0.183, -0.549, -4.132], [-0.862, 0.030, -3.425], [-0.800, 0.172, -2.037], [0.443, -0.160, -1.407], [1.172, 0.374, -0.156], [0.289, 0.629, 1.082], [-1.033, 1.042, 1.136], [-1.472, 1.763, 2.259], [-0.621, 1.979, 3.368], [-1.188, 3.016, 4.629], [0.696, 1.453, 3.382], [1.149, 0.733, 2.271], [1.431, -0.938, -2.136], [1.327, -1.076, -3.497], [-1.710, 0.426, -3.996], [-1.672, 0.489, -1.431], [1.595, -0.751, 0.219], [-1.655, 0.969, 0.228], [-2.486, 2.229, 2.179], [1.409, 1.703, 4.182], [2.167, 0.375, 2.048], [2.234, -1.500, -1.604], [2.084, -1.561, -4.111]],
  "lowdin_charge": [-0.107, -0.507, -0.106, -0.089, -0.521, -0.451, -0.234, -0.001, -0.080, -0.695, 0.695, -0.081, -0.085, 0.143, -0.419, -0.006, -0.007, -0.480, -0.010, -0.002, 0.146, 1.089, 0.080, 0.084, 0.082, 0.133, 0.105, 0.104, 0.099, 0.101, 0.083, 0.095, 0.103, 0.108, 0.104, 0.104, 0.084, 0.096, 0.104, 0.102, 0.108, 0.092, 0.105, 0.673, -0.688, -0.114, -0.025, -0.201, -0.164, -0.246, -0.085, -0.124, -0.678, 0.651, -0.111, -0.071, -0.055, -0.103, 0.108, 0.106, 0.178, 0.099, 0.118, 0.113, 0.107, 0.132, 0.109]
}

4.
{
  "formula": "C18H17ClN2O4S2",
  "method": "ωB97M-V with the def2-TZVPD basis set",
  "orbital_gap_ha": 0.329,
  "total_charge": 0,
  "e_above_lowest_kj_mol": 0.7,
  "homo_ev": -8.7838,
  "smiles": "O=C(CCS(=O)(=O)c1ccc2c(c1)NC(=O)CS2)NCc1ccccc1Cl",
  "elements": ["O", "C", "C", "C", "S", "O", "O", "C", "C", "C", "C", "C", "C", "N", "C", "O", "C", "S", "N", "C", "C", "C", "C", "C", "C", "C", "Cl", "H", "H", "H", "H", "H", "H", "H", "H", "H", "H", "H", "H", "H", "H", "H", "H", "H"],
  "positions_angstrom": [[-0.559, -0.636, -1.659], [-0.110, -1.406, -0.833], [-0.563, -2.861, -0.736], [-2.000, -3.008, -1.191], [-3.093, -2.608, 0.217], [-2.777, -3.518, 1.288], [-4.450, -2.561, -0.253], [-2.578, -0.964, 0.720], [-1.844, -0.802, 1.880], [-1.374, 0.455, 2.206], [-1.610, 1.531, 1.358], [-2.344, 1.358, 0.177], [-2.848, 0.096, -0.119], [-2.510, 2.389, -0.740], [-2.352, 3.724, -0.536], [-2.404, 4.522, -1.441], [-2.168, 4.128, 0.912], [-0.919, 3.104, 1.741], [0.829, -1.056, 0.063], [1.431, 0.262, 0.094], [2.906, 0.194, -0.198], [3.426, 0.681, -1.389], [4.781, 0.608, -1.660], [5.642, 0.039, -0.737], [5.146, -0.460, 0.455], [3.789, -0.381, 0.713], [3.187, -1.016, 2.213], [-0.473, -3.233, 0.286], [0.100, -3.450, -1.377], [-2.235, -2.318, -1.997], [-2.253, -4.026, -1.474], [-1.664, -1.659, 2.509], [-0.802, 0.618, 3.107], [-3.422, -0.067, -1.017], [-2.731, 2.109, -1.688], [-1.833, 5.162, 0.967], [-3.112, 4.018, 1.452], [1.181, -1.727, 0.728], [0.919, 0.858, -0.663], [1.265, 0.711, 1.080], [2.753, 1.123, -2.109], [5.165, 0.996, -2.591], [6.700, -0.020, -0.941], [5.806, -0.908, 1.182]],
  "lowdin_charge": [0.055, -0.506, -0.123, -0.200, 0.695, -0.313, -0.305, -0.281, -0.058, -0.093, -0.474, -0.231, 0.003, 0.145, -0.531, 0.084, -0.350, 0.980, 0.083, -0.149, -0.220, -0.024, -0.075, -0.080, -0.104, -0.594, 0.724, 0.113, 0.134, 0.103, 0.111, 0.117, 0.112, 0.134, 0.168, 0.088, 0.097, 0.103, 0.124, 0.102, 0.119, 0.105, 0.106, 0.104]
}

5.
{
  "formula": "C25H23ClNdOP",
  "method": "ωB97M-V with the def2-TZVPD basis set",
  "orbital_gap_ha": [0.240, 0.245],
  "total_charge": 0,
  "multiplicity": 4,
  "s_squared": 3.76,
  "homo_ev": [-6.5677, -6.6091],
  "elements": ["C", "C", "C", "H", "C", "C", "H", "H", "H", "H", "Nd", "Cl", "P", "C", "C", "H", "C", "H", "C", "H", "C", "H", "C", "H", "C", "C", "H", "C", "H", "C", "H", "C", "H", "C", "H", "C", "C", "H", "C", "H", "C", "H", "C", "H", "C", "H", "C", "C", "O", "H", "H", "H"],
  "positions_angstrom": [[-0.907, -1.521, 3.409], [-0.778, -2.163, 2.139], [0.619, -2.381, 1.916], [-1.586, -2.447, 1.490], [1.315, -1.863, 3.038], [0.374, -1.360, 3.978], [0.605, -0.870, 4.907], [-1.830, -1.164, 3.831], [1.064, -2.855, 1.059], [2.385, -1.812, 3.139], [0.219, -0.228, 1.977], [2.140, 1.143, 2.127], [0.230, 0.085, -0.283], [1.465, -0.956, -1.157], [1.167, -1.662, -2.322], [0.167, -1.639, -2.730], [2.150, -2.399, -2.967], [1.903, -2.946, -3.867], [3.442, -2.432, -2.463], [4.207, -3.007, -2.968], [3.748, -1.719, -1.312], [4.756, -1.730, -0.919], [2.768, -0.987, -0.660], [3.012, -0.425, 0.230], [-1.373, -0.383, -1.024], [-1.834, -1.697, -0.939], [-1.200, -2.467, -0.519], [-3.093, -2.033, -1.409], [-3.433, -3.058, -1.348], [-3.914, -1.055, -1.956], [-4.900, -1.316, -2.318], [-3.467, 0.255, -2.033], [-4.103, 1.022, -2.452], [-2.203, 0.592, -1.571], [-1.863, 1.615, -1.629], [0.555, 1.752, -0.977], [1.064, 1.872, -2.270], [1.311, 0.990, -2.843], [1.268, 3.123, -2.828], [1.667, 3.205, -3.830], [0.971, 4.267, -2.099], [1.133, 5.245, -2.533], [0.467, 4.150, -0.812], [0.240, 5.036, -0.235], [0.261, 2.899, -0.248], [-0.128, 2.815, 0.752], [-1.610, 1.675, 4.355], [-1.436, 1.466, 2.880], [-2.062, 2.162, 2.097], [-0.632, 1.957, 4.796], [-1.977, 0.760, 4.854], [-2.339, 2.490, 4.551]],
  "lowdin_spin": [0.012, 0.018, 0.001, 0.004, 0.008, -0.004, 0.000, 0.002, 0.001, 0.000, 2.999, -0.010, 0.005, 0.005, 0.001, 0.000, 0.000, 0.000, 0.000, 0.000, 0.000, 0.000, 0.001, 0.000, 0.000, 0.000, 0.000, 0.000, 0.000, -0.001, 0.000, 0.000, 0.000, -0.001, 0.000, -0.002, 0.000, 0.000, 0.000, 0.000, 0.000, 0.000, 0.000, 0.000, 0.000, 0.000, -0.005, -0.025, -0.011, 0.000, 0.000, -0.001]
}

| no. | largest force on an atom (eV Å⁻¹) |
| --- | --- |
| 1 | 1.95 |
| 2 | 5.32 |
| 3 | 5.50 |
| 4 | 0.89 |
| 5 | 13.62 |